Entry 1:
DFT (ωB97M-V/def2-TZVPD) results for one molecule with the formula C4H11P3.

Geometry as XYZ:
```
18
Properties=species:S:1:pos:R:3:forces:R:3:nbo_charge:R:1
C -0.3464 -3.1708 -0.6772 -1.27 2.58 2.47 -0.693
P -1.2395 -2.1300 0.4218 1.22 -1.77 -1.96 0.464
P 0.2179 -0.5138 0.5902 1.10 5.72 -0.32 0.793
C 1.8710 -0.4324 -0.2908 0.92 -0.24 0.97 -0.950
C -0.5380 1.1603 0.4114 -2.10 -3.34 -1.25 -0.911
C -1.9489 1.2703 -0.2704 1.00 -1.62 0.64 -0.636
P 0.5429 2.6023 0.2685 -1.07 -0.30 -0.01 0.300
H -0.7435 -3.9953 -1.2074 -0.71 -0.77 -0.11 0.220
H 0.6843 -2.9904 -0.8424 0.87 0.24 -0.34 0.206
H 0.8894 -0.0905 1.7569 -0.02 -1.39 0.98 -0.037
H 2.6944 -1.0320 0.1899 -0.90 0.10 -0.64 0.231
H 2.2212 0.6291 -0.1191 -0.76 -1.00 -0.14 0.257
H 1.7795 -0.5710 -1.3487 0.16 -0.28 -0.66 0.229
H -1.9960 2.1877 -0.7953 -0.41 1.18 -0.35 0.203
H -2.0575 0.5194 -1.0567 -0.22 -0.04 -0.05 0.188
H -2.8084 1.1353 0.4203 0.48 0.39 -0.26 0.196
H -0.3293 3.3041 1.1440 0.02 0.59 -0.26 -0.015
H 1.1068 2.1178 1.4047 1.68 -0.07 1.29 -0.043
```
Positions in Å, forces in eV/Å.

The charge is 0. As for the highest occupied orbital energy (spin up / spin down): -5.9 / -5.9 eV. The value obtained for the frontier orbital gap (spin up / spin down) is 0.17444 / 0.17438 Eh. The structure (SMILES) is C=P[P@@H](C)=C(C)P.



Entry 2:
DFT (ωB97M-V/def2-TZVPD) results for C8H8N4O4 as an isolated structure.

Geometry as XYZ:
```
24
Properties=species:S:1:pos:R:3:forces:R:3:nbo_charge:R:1
C -0.8722 0.1360 0.9585 -0.78 3.28 3.69 0.627
C -2.3101 0.2839 1.0376 -0.25 0.40 -0.35 -0.408
C -2.8832 1.4519 1.3731 -0.92 -0.35 -0.72 0.087
C -0.7715 2.5089 1.6711 1.63 -2.88 0.44 0.787
C 1.2896 -0.0008 -0.9511 0.42 -1.21 -1.17 0.663
C 0.1951 -0.9459 -1.0261 -0.34 -0.55 -4.00 -0.316
C 0.4294 -2.2141 -1.4072 -0.22 -0.06 -0.58 0.000
C 2.8407 -1.8105 -1.6738 -0.80 -2.26 -0.91 0.773
H 0.8292 1.1873 1.2094 0.36 0.69 0.19 0.449
H -2.9618 -0.5199 0.7917 -0.11 -0.61 -0.31 0.238
H -3.9829 1.5565 1.1792 1.19 0.20 0.85 0.229
H -2.6235 3.4247 1.9965 1.03 -1.23 -0.16 0.436
H 3.2942 0.1157 -1.2513 0.33 0.00 -0.09 0.426
H -0.7959 -0.6093 -0.7002 0.72 -0.71 -3.86 0.252
H -0.3485 -2.9871 -1.4877 0.40 0.56 0.05 0.213
H 1.9251 -3.6127 -1.9525 -0.27 0.69 0.15 0.424
N -0.1619 1.3012 1.1889 -4.20 0.90 1.69 -0.595
N -2.1449 2.5132 1.8193 -1.36 0.95 -0.88 -0.609
N 2.5419 -0.5499 -1.2991 -0.48 1.63 0.68 -0.633
N 1.7092 -2.6432 -1.7121 1.25 -0.09 0.14 -0.606
O -0.2610 -0.8668 0.7668 0.41 -2.52 5.72 -0.592
O -0.0596 3.3421 2.1140 0.83 2.39 0.37 -0.584
O 1.1872 1.1618 -0.6306 1.30 0.29 -1.32 -0.631
O 3.9354 -2.2230 -2.0143 -0.14 0.47 0.39 -0.631
```
Positions in Å, forces in eV/Å.

The charge is 0. As for the highest occupied orbital energy: -7.7 eV. The value obtained for the frontier orbital gap is 0.28743 Eh.



Entry 3:
DFT (ωB97M-V/def2-TZVPD) results for a 3-piece molecular cluster, C3H10O3 overall.

Geometry as XYZ:
```
16
Properties=species:S:1:pos:R:3:forces:R:3:mulliken_spin:R:1
O -0.6758 0.1722 1.6747 -0.14 0.44 -0.47 0.244
C 0.4895 -0.3593 1.4301 -0.08 0.15 0.71 0.637
C 0.9718 -0.8036 0.0731 -0.23 0.78 0.70 -0.076
C 2.0575 0.1309 -0.5141 -0.35 -0.30 -0.44 0.460
H 1.1042 -0.5974 2.3201 0.12 -0.22 -0.30 0.015
H 1.3209 -1.8397 0.1846 0.18 0.01 -0.50 0.042
H 0.1135 -0.7506 -0.6019 -0.02 -0.35 0.09 -0.028
H 3.0495 -0.0568 -0.1114 0.13 0.00 0.09 -0.110
H 2.0811 0.0285 -1.6098 0.28 -0.08 -0.01 -0.094
H 1.7883 1.1665 -0.3084 0.00 0.05 0.12 -0.099
H -2.8068 -1.1032 0.0360 0.27 -0.16 0.42 -0.004
H -2.3436 -0.3167 -1.1189 0.38 -0.04 0.08 0.005
O -2.3639 -1.2342 -0.8056 -0.57 0.17 -0.49 0.005
H -1.4404 1.5221 0.4664 -0.23 -1.23 0.11 0.000
H -1.4021 2.3695 -0.7436 -0.07 0.20 -0.51 0.000
O -1.9435 1.6719 -0.3714 0.32 0.57 0.38 0.002
```
Positions in Å, forces in eV/Å.

The expectation value of S² is 0.75. As for the multiplicity: 2. The charge is -1. As for the highest occupied orbital energy (spin up / spin down): 0.2 / -3.4 eV. The value obtained for the frontier orbital gap (spin up / spin down) is 0.13930 / 0.26944 Eh.



Entry 4:
DFT (ωB97M-V/def2-TZVPD) results for a 3-piece molecular cluster, C41H55BrF3IN3O7S overall.

Geometry as XYZ:
```
112
Properties=species:S:1:pos:R:3:forces:R:3:lowdin_charge:R:1
C 0.6830 7.1450 4.3311 -0.03 0.06 -0.31 -0.118
C 0.7859 7.1260 2.8075 0.14 -0.13 0.09 -0.263
C -0.1039 6.0885 2.1204 -0.06 0.21 0.04 -0.224
C -1.6009 6.2012 2.4228 0.04 -0.17 -0.08 -0.214
C -2.3588 4.8946 2.1569 -0.30 0.08 -0.45 -0.200
C -2.8428 4.7690 0.6903 0.61 0.04 0.16 -0.193
C -2.5360 3.4291 -0.0008 -0.71 0.05 -0.26 -0.195
C -3.7620 2.5077 -0.1996 0.46 0.02 0.21 -0.203
C -3.7021 1.7386 -1.5210 -0.15 -0.11 0.04 -0.214
C -4.4651 0.4103 -1.5293 -0.16 0.33 0.28 -0.202
C -3.9065 -0.6303 -0.5539 0.24 -0.17 -0.18 -0.183
C -2.9484 -1.6672 -1.1720 -0.39 0.13 0.39 -0.179
C -3.4830 -2.3598 -2.4350 0.51 -0.21 -0.41 -0.339
N -3.6566 -3.8115 -2.0844 -0.26 -0.43 -0.14 -0.389
I -5.3534 -4.3033 -1.0247 0.00 0.17 0.00 1.211
C -2.6549 -4.5110 -2.4698 0.00 0.40 0.13 -0.225
S -2.5367 -6.2990 -2.1504 0.05 -0.93 -0.34 0.779
O -3.7971 -6.7839 -1.7006 0.14 0.25 0.20 -0.335
O -1.8765 -6.8935 -3.2637 0.02 0.36 0.17 -0.215
C -1.3141 -6.2948 -0.7279 0.20 0.02 0.23 -0.628
F -0.5580 -5.1866 -0.8606 -0.20 -0.53 0.14 0.144
F -1.9690 -6.2451 0.4275 0.35 -0.06 -0.49 0.169
F -0.5635 -7.3817 -0.8169 -0.44 0.64 0.16 0.192
C -1.6197 -3.6667 -3.1838 0.14 -0.14 0.18 -0.209
C -0.7520 -4.4464 -4.1968 -0.12 -0.25 -0.22 -0.161
O -0.0831 -3.6495 -5.1263 -0.27 0.20 0.13 -0.031
C 0.8563 -2.7458 -4.6657 0.21 -0.12 0.21 -0.247
C 1.3769 -2.8081 -3.3803 -0.16 -0.04 -0.03 0.003
C 2.2656 -1.8452 -2.9167 -0.14 0.01 0.07 -0.253
C 2.7778 -1.9040 -1.5031 0.01 -0.24 -0.56 -0.053
C 2.6247 -0.8316 -3.7894 0.00 0.03 -0.01 -0.029
C 2.1451 -0.8180 -5.0920 0.02 0.12 0.03 -0.014
C 1.2600 -1.7720 -5.5708 0.01 -0.16 -0.10 -0.164
C 0.7447 -1.7882 -6.9963 0.44 0.17 -0.25 -0.357
C -0.4652 -0.8739 -7.1855 -0.11 -0.24 -0.40 -0.077
C 1.8460 -1.4180 -8.0041 -0.24 0.03 0.13 -0.057
C -2.5244 -2.5137 -3.6499 -0.10 0.67 -0.01 -0.690
C -3.2862 -2.8455 -4.9307 0.01 -0.28 0.18 -0.059
Br -1.6410 -0.7918 -3.8981 0.10 -0.22 0.08 0.995
H 0.8743 6.1572 4.7541 -0.02 -0.04 0.02 0.071
H 1.4122 7.8386 4.7455 -0.01 0.02 0.10 0.066
H -0.3066 7.4704 4.6459 0.01 0.01 0.18 0.065
H 0.5898 8.1273 2.4176 -0.08 0.02 -0.04 0.108
H 1.8190 6.8889 2.5420 0.04 0.10 -0.09 0.102
H 0.0420 6.1843 1.0414 0.06 -0.19 -0.06 0.108
H 0.2503 5.0947 2.4089 -0.01 -0.06 0.03 0.107
H -2.0236 6.9739 1.7766 -0.09 0.18 0.17 0.113
H -1.7617 6.5142 3.4527 0.04 -0.01 0.06 0.095
H -1.7001 4.0498 2.3632 -0.02 -0.04 0.25 0.094
H -3.2227 4.8284 2.8185 0.05 -0.11 0.12 0.104
H -2.3356 5.5505 0.1209 -0.05 0.05 -0.04 0.100
H -3.9079 4.9909 0.6271 -0.05 0.02 -0.03 0.104
H -2.1408 3.6446 -0.9951 0.17 -0.03 0.01 0.103
H -1.7786 2.8783 0.5571 0.20 0.05 -0.11 0.106
H -3.8024 1.8135 0.6423 -0.20 0.01 0.07 0.100
H -4.6648 3.1166 -0.1641 -0.15 -0.10 -0.02 0.109
H -2.6604 1.5560 -1.7997 0.05 0.00 -0.01 0.095
H -4.1434 2.3756 -2.2895 0.21 0.01 -0.17 0.119
H -5.5049 0.6171 -1.2655 -0.04 -0.02 -0.02 0.119
H -4.4856 0.0396 -2.5556 -0.01 -0.08 -0.04 0.086
H -3.3272 -0.1223 0.2174 -0.06 0.00 0.10 0.108
H -4.7014 -1.1563 -0.0228 -0.12 0.00 -0.11 0.091
H -1.9845 -1.2033 -1.3562 0.04 -0.01 -0.23 0.079
H -2.7781 -2.4372 -0.4136 0.13 0.01 0.03 0.114
H -4.4289 -1.9694 -2.8003 -0.18 -0.03 0.29 0.131
H -0.9791 -3.2818 -2.3822 0.06 0.05 0.01 0.142
H -1.3872 -5.1058 -4.7828 0.01 0.03 -0.12 0.131
H -0.0650 -5.1009 -3.6544 0.02 0.07 0.07 0.132
H 1.0994 -3.6092 -2.7089 0.03 -0.10 0.04 0.105
H 2.1988 -1.2677 -0.8397 0.09 0.13 0.05 0.079
H 2.7088 -2.9217 -1.1225 -0.03 -0.01 0.04 0.065
H 3.8272 -1.6253 -1.4735 0.00 0.17 0.17 0.083
H 3.2984 -0.0557 -3.4526 0.06 0.04 -0.03 0.118
H 2.4754 -0.0282 -5.7512 0.02 0.05 -0.04 0.112
H 0.4664 -2.8146 -7.2348 -0.22 0.02 0.06 0.132
H -0.2421 0.1432 -6.8642 -0.07 0.04 0.14 0.086
H -0.7139 -0.8324 -8.2473 0.00 0.04 -0.04 0.080
H -1.3553 -1.2462 -6.6781 0.12 0.12 0.14 0.026
H 2.3467 -0.4881 -7.7439 0.06 0.04 -0.01 0.068
H 1.3968 -1.2669 -8.9848 0.05 -0.11 -0.09 0.078
H 2.5874 -2.2118 -8.0740 0.10 0.05 0.01 0.087
H -2.6422 -3.3779 -5.6258 0.05 0.15 -0.14 0.091
H -3.6500 -1.9414 -5.4087 -0.10 0.01 0.01 0.084
H -4.1380 -3.4943 -4.7071 -0.04 -0.02 -0.05 0.099
C 3.8363 -5.6396 4.7708 -0.01 0.02 -0.02 -0.064
C 4.9194 -5.3194 3.9633 -0.05 -0.01 0.03 -0.057
C 4.7678 -4.4212 2.9194 0.11 -0.04 0.00 0.002
C 3.5227 -3.8586 2.7083 0.00 -0.04 0.04 -0.147
C 2.4287 -4.1648 3.4969 -0.10 -0.02 0.06 -0.009
C 2.5933 -5.0653 4.5363 0.06 -0.03 0.00 -0.064
N 3.3613 -2.8906 1.6102 0.06 -0.09 0.15 -0.337
O 4.3323 -2.6502 0.9261 0.07 0.05 0.03 0.082
O 2.2645 -2.3882 1.4529 -0.11 0.00 0.10 0.059
H 3.9616 -6.3373 5.5877 0.00 -0.01 0.00 0.111
H 5.8858 -5.7671 4.1474 0.01 0.00 0.00 0.112
H 5.6003 -4.1616 2.2834 -0.03 0.05 -0.03 0.121
H 1.4712 -3.7051 3.3050 0.03 0.05 -0.04 0.115
H 1.7519 -5.3159 5.1672 -0.01 0.00 0.01 0.109
C 3.9735 2.8626 8.0410 -0.01 0.02 0.00 -0.074
C 2.6185 3.1663 8.0295 0.06 0.00 -0.01 -0.069
C 2.2001 4.4746 7.8478 -0.10 -0.09 0.01 -0.006
C 3.1580 5.4561 7.6783 0.01 -0.04 0.00 -0.147
C 4.5117 5.1791 7.6898 0.13 -0.02 0.00 -0.001
C 4.9175 3.8672 7.8741 -0.05 -0.04 0.00 -0.064
N 2.7191 6.8484 7.4710 0.02 -0.02 -0.01 -0.350
O 1.5266 7.0686 7.4823 -0.09 0.02 0.05 0.069
O 3.5773 7.6871 7.2940 0.04 0.05 -0.02 0.081
H 4.2955 1.8394 8.1817 0.00 -0.01 0.01 0.106
H 1.8846 2.3836 8.1631 -0.01 0.00 0.01 0.106
H 1.1513 4.7297 7.8388 0.01 0.07 -0.02 0.119
H 5.2315 5.9726 7.5582 -0.05 0.05 -0.01 0.120
H 5.9722 3.6302 7.8870 0.01 0.00 0.00 0.109
```
Positions in Å, forces in eV/Å.

The charge is +1. As for the highest occupied orbital energy: -10.6 eV. The value obtained for the frontier orbital gap is 0.20331 Eh.



| no. | strongest force on any atom (Eh/bohr) |
| --- | --- |
| 1 | 0.1135 |
| 2 | 0.1218 |
| 3 | 0.0245 |
| 4 | 0.0192 |